Density functional theory data (ωB97M-V with the def2-TZVPD basis set) for 13 unconnected molecules or ions with the total composition C4H36NO12S2 at a distorted geometry.

Structure (XYZ):
```
55
C4H36NO12S2 ωB97M-V with the def2-TZVPD basis set
N -0.8719 0.8781 1.7041
C -0.0178 -0.1012 0.9943
C -0.7740 -0.8754 -0.0451
S -0.7755 0.2159 -1.5284
S -1.8680 -0.2977 -3.1551
C -1.2350 -1.8339 -3.7509
C 0.2669 -2.1856 -3.8058
H -1.3511 1.5293 1.0793
H -1.6673 0.5349 2.2776
H -0.2911 1.2594 2.4675
H 0.1304 -0.9241 1.6983
H 0.9165 0.3896 0.7541
H -1.7717 -1.2365 0.2521
H -0.1573 -1.7614 -0.2484
H -1.7058 -2.6514 -3.1739
H -1.6623 -2.1140 -4.7318
H 0.9207 -1.3428 -3.4903
H 0.6726 -2.1953 -4.8278
H 0.5066 -2.9506 -3.0780
H 2.5023 -3.5359 -0.4633
H 1.6913 -2.6447 -1.4092
O 1.6955 -3.0114 -0.5138
H 2.2828 3.4564 -0.3548
H 2.2770 3.3695 -1.8280
O 2.7800 3.0335 -1.0694
H 0.3773 -2.9548 1.8282
H -0.9052 -3.6100 1.1201
O -0.5812 -2.9661 1.7500
H -2.5820 1.4795 4.5166
H -2.9515 -0.0856 4.1622
O -2.4880 0.7301 3.9230
H 3.2850 -1.2287 1.3354
H 3.3908 -2.6851 1.5882
O 3.0469 -1.8943 2.0139
H 2.7828 -0.5876 -1.1012
H 3.0292 0.7114 -0.3348
O 2.6092 -0.1571 -0.2586
H -3.0676 3.2196 -0.4811
H -1.6687 3.5666 -0.7491
O -2.2621 3.4415 0.0078
H 1.8757 0.7769 2.5735
H 2.0762 0.2901 3.9853
O 1.4420 0.7593 3.4325
H -3.0230 3.9521 2.1068
H -3.1626 2.5514 2.8775
O -2.6101 3.3139 2.6914
H -3.8752 -1.7130 3.6633
H -2.8141 -2.5569 3.2526
O -3.1163 -1.6518 3.0525
H 3.1855 1.4966 -2.2197
H 2.6618 0.8330 -3.4344
O 3.2678 0.6581 -2.7041
H -0.0706 2.3371 -4.4185
H -0.4132 3.8804 -4.0910
O 0.0670 3.0888 -3.8416
```

Calculated values
total charge = +1
gap between HOMO and LUMO = 8.6534 eV
E = -52456.822 eV
2S+1 = 1


Density functional theory data (ωB97M-V with the def2-TZVPD basis set) for 7 unconnected molecules or ions with the total composition C24H60N2O7 at a distorted geometry.

Structure (XYZ):
```
93
C24H60N2O7 ωB97M-V with the def2-TZVPD basis set
C 5.2267 -5.9337 -3.5542
C 6.7490 -5.6376 -3.8309
C 7.5264 -6.9478 -4.2725
C 6.9135 -4.7448 -5.0401
C 6.7756 -3.2041 -4.7603
C 7.7329 -2.8176 -3.6063
C 7.5926 -3.6716 -2.3021
C 8.9423 -3.3887 -1.5915
C 6.5174 -3.1072 -1.4317
N 7.5346 -5.1502 -2.6407
O 7.2115 -5.9240 -1.5027
H 4.7088 -5.9597 -4.5130
H 5.1370 -6.7248 -2.8097
H 4.8423 -5.0439 -3.0556
H 7.5283 -7.7205 -3.5038
H 7.1683 -7.4267 -5.1839
H 8.6036 -6.8420 -4.4019
H 7.7918 -4.8802 -5.6712
H 6.0813 -4.9164 -5.7229
H 7.1010 -2.5375 -5.5590
H 5.7464 -2.8645 -4.6439
H 7.6772 -1.7307 -3.5458
H 8.7036 -2.9523 -4.0835
H 9.2432 -2.3540 -1.4271
H 9.7968 -3.9023 -2.0322
H 8.9405 -3.8683 -0.6127
H 5.5896 -3.2237 -1.9919
H 6.4853 -2.0319 -1.2560
H 6.4620 -3.4782 -0.4083
H 8.0487 -6.1375 -1.0843
C -7.2900 4.4016 -0.3501
C -8.5501 4.4706 0.5014
C -9.6721 5.3758 -0.2275
C -9.3185 3.0936 0.4776
C -8.7443 2.0903 1.4958
C -8.5427 2.7423 2.8468
C -7.6224 3.9506 2.8827
C -7.7533 4.6275 4.2759
C -6.1694 3.4085 2.6093
N -8.1723 4.9241 1.9092
O -7.3045 6.0984 1.8646
H -6.6359 3.5639 -0.1083
H -7.5906 4.1914 -1.3766
H -6.6916 5.3111 -0.4034
H -10.7083 5.5364 0.0701
H -9.2645 6.3774 -0.3644
H -9.7086 4.9324 -1.2225
H -10.3150 3.3628 0.8277
H -9.3982 2.7593 -0.5568
H -9.5321 1.3388 1.5478
H -7.8442 1.6412 1.0759
H -8.2573 1.8400 3.3875
H -9.5529 3.0355 3.1325
H -8.7654 4.6571 4.6794
H -7.4379 5.6709 4.2782
H -7.1872 4.1330 5.0653
H -5.8504 2.7556 3.4218
H -5.3771 4.1570 2.6198
H -6.0401 2.7749 1.7318
H -7.8903 6.7397 2.2734
C -0.9462 -0.1917 -5.5316
C -2.3693 0.0725 -5.0955
C -3.4384 -0.4039 -6.0415
O -2.5005 -0.5685 -3.7700
H -0.6926 -1.0839 -6.1041
H -0.3436 -0.3414 -4.6358
H -0.5175 0.7134 -5.9618
H -2.5938 1.1387 -5.0635
H -3.0173 -1.3289 -6.4353
H -3.5480 0.3231 -6.8463
H -4.4103 -0.4812 -5.5541
H -1.7957 -0.1298 -3.2879
C 4.6163 -0.2506 9.2099
C 3.9762 0.3510 7.9556
C 4.5368 -0.3322 6.6629
O 2.6294 0.0341 8.0916
H 4.1278 0.0459 10.1381
H 5.5716 0.2085 9.4644
H 4.8419 -1.3169 9.2196
H 4.0063 1.4398 7.9944
H 4.2526 -1.3607 6.4401
H 5.6216 -0.2696 6.7482
H 4.1724 0.1613 5.7620
H 2.1650 0.2348 7.2757
O 1.8906 6.4952 1.3152
H 2.2125 7.3959 1.2794
H 0.9697 6.5593 1.0621
O 0.4910 0.9721 0.1194
H 1.2561 1.5461 0.0812
H 0.2847 0.9089 1.0519
O -0.6676 -1.4660 4.0573
H -1.3657 -1.6857 3.4403
H -0.6071 -2.2285 4.6327
```

Calculated values
gap between HOMO and LUMO = 8.7936 eV
E = -43167.991 eV
2S+1 = 1


Density functional theory data (ωB97M-V with the def2-TZVPD basis set) for a single C6H13N molecule at a distorted geometry.

Structure (XYZ):
```
20
C6H13N ωB97M-V with the def2-TZVPD basis set
C 2.8324 -0.3582 -0.0287
C 1.3508 -0.6769 -0.1854
C 0.5501 0.5690 -0.5581
N -0.8179 0.1990 -0.8719
C -1.8235 1.1992 -1.1452
C -1.7518 0.4751 0.1716
C -2.0353 -0.5110 1.2862
H 2.9929 0.4157 0.7313
H 3.2424 0.0159 -0.9742
H 3.4090 -1.2411 0.2631
H 1.1981 -1.4311 -0.9662
H 0.9516 -1.1116 0.7423
H 1.0206 1.0783 -1.4060
H 0.5446 1.2713 0.2965
H -2.5245 1.1071 -1.9625
H -1.4500 2.2257 -0.9988
H -1.5170 1.3689 0.7409
H -2.8905 -0.1932 1.8836
H -2.0839 -1.5766 1.0645
H -1.1441 -0.3600 1.9216
```

Calculated values
gap between HOMO and LUMO = 10.5495 eV
E = -7920.548 eV
2S+1 = 1


Density functional theory data (ωB97M-V with the def2-TZVPD basis set) for 13 unconnected molecules or ions with the total composition C4H32NO14 at a distorted geometry.

Structure (XYZ):
```
51
C4H32NO14 ωB97M-V with the def2-TZVPD basis set
C -0.4271 3.4604 -1.3649
N -0.7673 2.4563 -0.3620
C -0.0634 2.5633 0.9121
C -2.2416 2.1444 -0.2073
C -2.6904 1.4225 -1.5152
O -2.8516 2.0788 -2.5501
O -2.7157 0.1506 -1.4717
H 0.2788 3.1296 -2.1285
H -0.0224 4.3438 -0.8555
H -1.3448 3.8451 -1.7864
H -0.6287 2.6069 1.8520
H 0.5787 3.4518 0.9371
H 0.5547 1.6780 1.1073
H -2.2898 1.5416 0.6714
H -2.8327 3.0756 -0.0611
H -0.0154 -1.1224 2.8677
H -0.7564 -0.4528 3.8334
O 0.1190 -0.8234 3.7874
H 1.4525 0.4127 3.0496
H 2.6354 -0.1503 2.2461
O 1.8659 0.5054 2.1757
H 3.9971 -1.2626 0.5204
H 3.8799 -1.4440 2.0291
O 4.4457 -1.0070 1.3338
H 1.9461 -1.8735 3.6299
H 1.7377 -2.6263 2.1495
O 2.2986 -2.0719 2.7644
H 3.2089 -1.6364 -2.4610
H 1.8331 -1.0711 -1.9255
O 2.4699 -1.8281 -1.8439
H -0.2446 -1.0399 -1.3065
H -1.6668 -1.4277 -0.8660
O -0.7669 -1.8330 -0.8836
H -2.5898 -2.3089 1.5867
H -3.6205 -2.3752 0.6531
O -3.5467 -2.1949 1.6047
H 1.7336 -3.3059 -0.7027
H 0.2094 -3.4804 -0.5982
O 1.0319 -3.8338 -0.2552
H -2.4887 -0.0826 -3.3945
H -2.2433 -1.5894 -3.2402
O -2.0431 -0.8328 -3.8042
H 0.3007 0.2069 -2.7337
H 0.0774 0.8649 -1.3523
O 0.6277 0.2253 -1.8190
H -0.6229 -0.7465 0.6175
H -1.6353 0.1233 1.3405
O -0.9911 -0.6136 1.5474
H 2.6196 1.5456 0.9181
H 3.9962 1.9688 0.5643
O 3.0954 2.2984 0.5115
```

Calculated values
total charge = -1
gap between HOMO and LUMO = 8.2645 eV
E = -34825.094 eV
2S+1 = 1


Density functional theory data (ωB97M-V with the def2-TZVPD basis set) for a molecular structure, C12H18O9 at a distorted geometry.

Structure (XYZ):
```
39
C12H18O9 ωB97M-V with the def2-TZVPD basis set
C 1.6152 -29.6676 -13.7723
C 1.8275 -31.1702 -14.0328
C 2.5240 -32.0034 -13.0200
O 1.5323 -32.8628 -12.4715
C 0.3741 -32.7160 -13.1568
O -0.6695 -33.3311 -13.0402
O 0.4516 -31.6719 -13.9864
H 1.0909 -29.5190 -12.8283
H 0.7872 -29.2817 -14.3670
H 2.4882 -29.0284 -13.9033
H 2.2506 -31.3923 -15.0125
H 2.7583 -31.3001 -12.2209
H 3.3893 -32.5858 -13.3365
C -0.5015 -23.8913 -8.7308
C 0.8818 -24.0312 -9.5359
C 2.0753 -23.9659 -8.6388
O 2.2342 -25.3657 -8.3288
C 1.7815 -26.0549 -9.3622
O 2.2173 -27.1570 -9.5205
O 0.8890 -25.3183 -10.1029
H -0.6738 -24.7159 -8.0391
H -1.2910 -23.8659 -9.4819
H -0.6293 -22.9179 -8.2571
H 0.9941 -23.3306 -10.3633
H 1.8755 -23.3152 -7.7875
H 2.9942 -23.6448 -9.1293
C 2.2365 -28.5543 -8.7310
C 1.4172 -29.3729 -9.7032
C 2.0797 -30.5710 -10.2304
O 1.5764 -31.6458 -9.4894
C 0.5320 -31.2868 -8.7311
O 0.0279 -31.9379 -7.8203
O 0.3037 -29.9944 -9.0646
H 1.5832 -27.6833 -8.6794
H 3.2257 -28.2465 -9.0698
H 2.3333 -29.0163 -7.7485
H 0.9610 -28.7067 -10.4354
H 3.1505 -30.4423 -10.0730
H 1.8032 -30.8575 -11.2451
```

Calculated values
gap between HOMO and LUMO = 7.7274 eV
E = -31153.962 eV
2S+1 = 1


Density functional theory data (ωB97M-V with the def2-TZVPD basis set) for a single C16H20N4 molecule.

Structure (XYZ):
```
40
C16H20N4 ωB97M-V with the def2-TZVPD basis set
C -5.8616 -0.4046 0.0949
C -4.3759 -0.5695 -0.0213
C -3.7732 -1.7947 0.2283
C -2.4027 -1.9423 0.0995
C -1.6188 -0.8709 -0.2840
C -2.2045 0.3643 -0.5345
C -1.3458 1.5271 -0.9603
N -0.0638 1.4856 -0.2942
C 0.9533 2.3081 -0.9155
C 2.2349 2.2398 -0.0595
N 2.1903 1.0671 0.7794
C 2.6322 -0.1165 0.3032
N 2.3235 -1.2230 0.9959
C 2.8048 -2.3638 0.5474
C 3.6062 -2.4506 -0.5822
C 3.8757 -1.2466 -1.2181
N 3.4020 -0.0928 -0.7956
C 1.1348 1.1123 1.7670
C -0.1277 1.7275 1.1319
C -3.5770 0.5028 -0.3987
H -6.3278 -0.5348 -0.8824
H -6.2831 -1.1445 0.7711
H -6.1147 0.5898 0.4565
H -4.3806 -2.6369 0.5281
H -1.9437 -2.8994 0.3002
H -0.5489 -0.9739 -0.3784
H -1.8806 2.4794 -0.7853
H -1.1592 1.4491 -2.0377
H 0.6326 3.3614 -1.0230
H 1.1452 1.9034 -1.9127
H 3.1201 2.1852 -0.6906
H 2.3090 3.1116 0.5965
H 2.5317 -3.2413 1.1217
H 3.9927 -3.3890 -0.9416
H 4.4928 -1.1984 -2.1078
H 0.9500 0.0893 2.0928
H 1.4664 1.7101 2.6232
H -0.1923 2.8078 1.3567
H -1.0191 1.2447 1.5341
H -4.0367 1.4635 -0.5898
```

Calculated values
gap between HOMO and LUMO = 9.0806 eV
E = -22877.186 eV
2S+1 = 1


Density functional theory data (ωB97M-V with the def2-TZVPD basis set) for a single C21H27N3O5S2 molecule at a distorted geometry.

Structure (XYZ):
```
58
C21H27N3O5S2 ωB97M-V with the def2-TZVPD basis set
C 1.6796 -1.3700 -2.8282
C 2.2441 -0.8917 -1.4932
N 1.7265 0.4061 -1.1044
C 2.3994 1.5686 -1.6571
C 3.5789 1.9705 -0.7584
O 4.7355 1.7727 -1.0673
N 3.1811 2.5013 0.4089
C 4.1160 2.9555 1.4206
C 4.0478 4.4374 1.5851
C 4.7024 5.3912 0.8691
C 4.3574 6.7058 1.2553
C 3.4403 6.7313 2.2543
S 2.9756 5.1519 2.7456
C 0.7714 0.5985 -0.1779
O 0.4557 1.7126 0.2204
C 0.1035 -0.6330 0.3553
C -0.9017 -1.2461 -0.3780
C -1.5410 -2.3548 0.1384
S -2.8210 -3.1585 -0.8138
O -2.6638 -4.5792 -0.7118
O -2.8380 -2.5693 -2.1262
N -4.1637 -2.7331 0.1002
C -5.2264 -3.7188 0.1673
C -6.1231 -3.6279 -1.0692
O -6.6354 -2.3222 -1.2240
C -5.5936 -1.3817 -1.3759
C -4.6597 -1.3956 -0.1610
C -1.2065 -2.8571 1.3799
C -0.2185 -2.2299 2.1194
C 0.4449 -1.1126 1.6241
C 1.5127 -0.4258 2.4170
H 0.6081 -1.5368 -2.7569
H 2.1550 -2.3057 -3.1081
H 1.8681 -0.6410 -3.6122
H 2.0038 -1.6179 -0.7137
H 3.3329 -0.8035 -1.5600
H 1.6825 2.3911 -1.7157
H 2.7760 1.3293 -2.6514
H 2.1883 2.6313 0.5739
H 3.8918 2.4577 2.3698
H 5.1121 2.6609 1.0774
H 5.4113 5.1587 0.0949
H 4.7769 7.5893 0.8089
H 3.0033 7.5812 2.7395
H -1.1961 -0.8774 -1.3485
H -4.7544 -4.6985 0.2302
H -5.8086 -3.5232 1.0733
H -6.9888 -4.2856 -0.9758
H -5.5354 -3.9106 -1.9558
H -6.0760 -0.4088 -1.4833
H -5.0073 -1.6093 -2.2767
H -3.8012 -0.7459 -0.3317
H -5.1980 -1.0599 0.7313
H -1.7190 -3.7324 1.7441
H 0.0453 -2.6116 3.0945
H 1.6632 -0.9166 3.3745
H 1.2296 0.6112 2.5920
H 2.4561 -0.4226 1.8710
```

Calculated values
gap between HOMO and LUMO = 9.2923 eV
E = -58593.761 eV
2S+1 = 1


Density functional theory data (ωB97M-V with the def2-TZVPD basis set) for a single C3H7NOS2 molecule at a distorted geometry.

Structure (XYZ):
```
14
C3H7NOS2 ωB97M-V with the def2-TZVPD basis set
C -0.0935 0.4821 -1.1136
C 0.7307 1.1766 0.0323
C 0.3197 -0.8183 1.8775
N -1.3533 0.0148 -0.5921
O 2.4692 -0.9434 0.4717
S -1.8554 -1.3863 -1.2397
S 1.6210 -0.0126 1.1830
H -0.4580 1.2747 -1.7820
H 0.3869 -0.1093 -1.8221
H 1.5695 1.8199 -0.4003
H 0.0539 1.7049 0.6335
H -0.5623 -0.1710 2.0908
H 0.3424 -1.9764 1.7446
H -3.1709 -1.0556 -1.0837
```

Calculated values
gap between HOMO and LUMO (alpha / beta) = 7.5959 / 7.8142 eV
E = -28427.441 eV
2S+1 = 1


Density functional theory data (ωB97M-V with the def2-TZVPD basis set) for a single C5H10N2O molecule at a distorted geometry.

Structure (XYZ):
```
18
C5H10N2O ωB97M-V with the def2-TZVPD basis set
C 2.3267 -1.0199 -0.0409
N 1.2891 -0.8142 -0.7476
N 0.9712 0.5444 -0.9502
C 0.7552 1.4259 0.1379
C -0.3862 0.9820 -0.7476
C -1.5281 0.1112 -0.3051
C -1.3089 -0.5293 1.0884
O -1.6754 -0.9044 -1.2757
H 2.9046 -0.2209 0.4253
H 2.5935 -2.0392 0.1625
H 0.5915 0.9903 1.1003
H 1.2085 2.4250 0.1245
H -0.6630 1.6421 -1.5581
H -2.4563 0.7214 -0.3060
H -1.3451 0.2109 1.8779
H -0.3391 -1.0432 1.2163
H -2.1360 -1.1968 1.2983
H -0.8023 -1.2854 -1.5002
```

Calculated values
gap between HOMO and LUMO = 10.2457 eV
E = -10372.030 eV
2S+1 = 1


Density functional theory data (ωB97M-V with the def2-TZVPD basis set) for a single C26H29N3O3 molecule at a distorted geometry.

Structure (XYZ):
```
61
C26H29N3O3 ωB97M-V with the def2-TZVPD basis set
C 5.3792 1.6765 -1.5890
C 4.6084 0.3826 -1.8602
C 5.4623 -0.8420 -1.5247
C 3.3143 0.3601 -1.0872
C 3.3072 0.3692 0.3036
C 2.1211 0.3263 1.0081
C 0.9133 0.2871 0.3249
N -0.3087 0.1717 1.0430
C -0.9925 1.2042 1.5820
O -2.0770 1.0391 2.1397
C -0.4100 2.5472 1.4969
C -0.8463 3.6734 2.1510
C 0.0163 4.7164 1.7598
C 0.9076 4.1553 0.8928
O 0.6610 2.8516 0.7282
C -0.8580 -1.1842 1.1893
C -1.8040 -1.4452 -0.0057
O -1.5204 -2.1218 -0.9719
N -2.9669 -0.7939 0.1431
C -3.9868 -0.7563 -0.8794
C -4.4003 0.6893 -1.2320
C -5.9273 0.7435 -1.0942
C -6.3687 -0.7144 -1.2104
C -5.2828 -1.4567 -0.4414
C 0.2640 -2.1695 1.3687
C 0.9721 -2.7292 0.3102
C 2.0354 -3.5725 0.5886
C 2.3661 -3.8099 1.9132
N 1.6976 -3.2867 2.9277
C 0.6765 -2.4974 2.6574
C 0.9018 0.2876 -1.0611
C 2.0971 0.3240 -1.7548
H 6.2808 1.7125 -2.1964
H 5.6673 1.7427 -0.5435
H 4.7638 2.5403 -1.8310
H 4.3686 0.3480 -2.9287
H 5.7618 -0.8318 -0.4800
H 6.3603 -0.8542 -2.1385
H 4.9020 -1.7550 -1.7102
H 4.2376 0.3997 0.8494
H 2.1241 0.3214 2.0884
H -1.6757 3.7227 2.8260
H -0.0206 5.7375 2.0775
H 1.7329 4.5681 0.3475
H -1.4688 -1.1641 2.1017
H -3.1008 -0.2076 0.9607
H -3.5624 -1.2652 -1.7490
H -3.9156 1.3990 -0.5609
H -4.0949 0.9324 -2.2503
H -6.3861 1.3783 -1.8492
H -6.2029 1.1292 -0.1120
H -7.3651 -0.8851 -0.8039
H -6.3633 -1.0263 -2.2560
H -5.2600 -2.5241 -0.6503
H -5.4233 -1.3155 0.6317
H 0.6860 -2.5209 -0.7077
H 2.6003 -4.0273 -0.2100
H 3.1996 -4.4456 2.1815
H 0.1595 -2.0960 3.5214
H -0.0388 0.2443 -1.5898
H 2.0820 0.3169 -2.8351
```

Calculated values
gap between HOMO and LUMO = 9.6127 eV
E = -38046.290 eV
2S+1 = 1